Entry from OMol25: the molecule C3H7NO at a distorted geometry (ωB97M-V/def2-TZVPD).

Spin multiplicity ... 1
F_max ... 4.94 eV/A
Electronic energy ... -6755.94714 eV
Energy above the lowest of the compared OMol25 structures with the same formula, charge and spin ... 156.9 kcal per mole
HOMO ... -0.31323 Ha
Charge ... 0

Bonds (Å) are listed after each position.
Element x y z (Å)
1 C 0.9915 -0.6246 -1.1755  C2 1.488, H6 1.094, H7 1.105
2 C 0.3467 0.5625 -0.5505  C1 1.488, C3 1.775, H9 1.096, H10 1.103
3 C -0.8547 0.0444 0.6493  C2 1.775, N4 1.351, O5 1.529, H12 1.136
4 N -1.1833 1.0559 1.4831  C3 1.351, H11 1.034
5 O -0.3447 -1.3478 1.0241  C3 1.529, H8 1.073
6 H 2.0805 -0.7232 -1.2032  C1 1.094
7 H 0.3277 -0.8573 -2.0281  C1 1.105
8 H 0.3735 -1.3094 0.2278  O5 1.073
9 H 0.9594 1.0830 0.1950  C2 1.096
10 H -0.0597 1.3765 -1.1750  C2 1.103
11 H -0.8097 0.9364 2.4401  N4 1.034
12 H -1.8272 -0.1965 0.1129  C3 1.136

***

Entry from OMol25: the ion C4H8FN4 with charge +1 at a distorted geometry (ωB97M-V/def2-TZVPD).

Spin multiplicity ... 1
F_max ... 2.55 eV/A
Electronic energy ... -12948.82971 eV
Energy above the lowest of the compared OMol25 structures with the same formula, charge and spin ... 8.1 kcal per mole
HOMO ... -0.51274 Ha
Charge ... +1
SMILES string ... NC1=N[C@H](F)CC(=[NH2+])N1

Bonds (Å) are listed after each position.
Element x y z (Å)
1 N -2.5378 -0.8674 0.9139  C2 1.364, H10 0.992, H11 1.045
2 C -1.3547 -0.8015 0.2377  N1 1.364, N3 1.272, N9 1.486
3 N -0.9366 -1.5877 -0.6711  C2 1.272, C4 1.417
4 C 0.3649 -1.4302 -1.2092  N3 1.417, F5 1.420, C6 1.523, H12 1.058
5 F 1.3155 -2.1956 -0.4835  C4 1.420
6 C 0.8829 0.0023 -1.2317  C4 1.523, C7 1.518, H13 1.042, H14 1.084
7 C 0.7295 0.5564 0.1734  C6 1.518, N8 1.329, N9 1.372
8 N 1.7287 1.2218 0.7442  C7 1.329, H15 1.079, H16 1.014
9 N -0.4525 0.2392 0.7944  C2 1.486, C7 1.372, H17 1.017
10 H -3.0757 -1.6673 0.6777  N1 0.992
11 H -2.7451 -0.3714 1.8103  N1 1.045
12 H 0.2254 -1.7402 -2.2108  C4 1.058
13 H 1.8894 -0.1872 -1.4218  C6 1.042
14 H 0.5131 0.7352 -1.9392  C6 1.084
15 H 2.2301 1.9577 0.1349  N8 1.079
16 H 1.9322 1.2948 1.7347  N8 1.014
17 H -0.6109 0.2170 1.7989  N9 1.017